1.
{
  "formula": "C10H30IO9",
  "method": "ωB97M-V/def2-TZVPD",
  "lumo_energy_ev": 2.224,
  "total_charge": -1,
  "homo_lumo_gap_ev": 5.84,
  "spin_multiplicity": 1,
  "e_tot_ha": -1373.7903,
  "e_above_lowest_kcal_mol": 46.3,
  "symbols": ["I", "O", "O", "H", "H", "C", "H", "C", "H", "H", "O", "H", "O", "H", "H", "H", "C", "H", "C", "H", "H", "H", "H", "O", "H", "C", "H", "H", "H", "C", "H", "H", "H", "C", "H", "O", "O", "O", "H", "H", "H", "C", "O", "H", "H", "H", "H", "H", "C", "C"],
  "positions_angstrom": [[25.1511, 23.0382, -19.1011], [21.9778, 29.8990, -19.5868], [22.0416, 17.6783, -23.4523], [20.3049, 32.0581, -19.5985], [28.8909, 16.1982, -19.7490], [25.8492, 27.8905, -13.2197], [22.3412, 17.9758, -22.5901], [20.3365, 31.4000, -18.7302], [22.2737, 28.9858, -19.5768], [20.2016, 15.5293, -24.8662], [19.0711, 31.4919, -18.0284], [27.4139, 26.2707, -12.7810], [30.5340, 14.1750, -19.6152], [22.4410, 15.7093, -23.5603], [26.2172, 27.9247, -11.0721], [28.4652, 17.5056, -17.9431], [21.6024, 16.3955, -23.4419], [21.2251, 16.6528, -25.7379], [29.7622, 14.6625, -18.5172], [20.9834, 29.5001, -18.0059], [25.4025, 26.9017, -13.3236], [19.5190, 22.4191, -23.6361], [30.1917, 16.7528, -19.0224], [18.7235, 22.9552, -23.6736], [25.1524, 28.7106, -13.0470], [18.5888, 23.8066, -24.8336], [19.6210, 25.6136, -24.0494], [18.7083, 23.2271, -25.7491], [30.3584, 14.6107, -17.6062], [26.7674, 27.9069, -12.0129], [21.0504, 31.9106, -18.0840], [19.2902, 31.4647, -17.0941], [20.9859, 16.1306, -22.5829], [20.7582, 29.9632, -18.9666], [26.1862, 27.6653, -15.1436], [26.5222, 28.1856, -14.4101], [27.5506, 26.7740, -11.9750], [20.9541, 24.2444, -24.9221], [29.9658, 13.7690, -20.2738], [19.9749, 29.3643, -19.4311], [21.1697, 23.8461, -24.0757], [20.7033, 16.4943, -24.7942], [28.6753, 16.6062, -17.6812], [27.3377, 28.8347, -11.9683], [17.5903, 24.2436, -24.8392], [28.9994, 13.8845, -18.4870], [19.4790, 25.5358, -25.7592], [19.8661, 17.1820, -24.6750], [29.3821, 16.0625, -18.7855], [19.6780, 24.9160, -24.8850]],
  "forces_ev_per_angstrom": [[-0.025, 0.017, 0.020], [1.462, 0.391, -1.788], [1.323, 2.736, 1.211], [-0.333, -0.531, -0.405], [-1.105, -0.644, -0.030], [-0.274, 0.715, 0.568], [0.213, 0.026, 0.120], [-0.236, 0.819, 0.982], [0.144, 0.001, -0.098], [-0.084, -0.330, -0.405], [0.415, -0.256, -0.611], [0.216, 0.012, -0.080], [1.268, 0.148, -0.299], [-0.124, -0.447, 0.005], [-0.663, 0.010, -0.076], [-0.229, 0.180, 0.313], [-1.782, -0.203, -3.302], [0.362, 0.242, 0.452], [0.623, -1.502, -0.757], [-0.973, 0.049, 0.705], [-0.540, 0.085, 0.393], [0.134, 0.181, -0.629], [1.152, -0.592, 0.545], [-0.933, 0.817, -0.159], [-0.751, -0.314, 0.031], [1.257, 0.124, 0.444], [-0.035, -0.216, 0.349], [-0.036, -0.157, -0.068], [0.093, -0.126, -0.056], [-0.718, 0.340, -0.055], [0.526, -0.260, -0.051], [-0.162, -0.072, 0.025], [-0.100, -0.066, 0.025], [-0.633, -0.340, 1.587], [-0.075, -0.052, 0.082], [1.073, 0.181, -0.574], [1.283, -1.072, 0.139], [-0.384, 0.867, -0.905], [-0.119, 0.133, 0.165], [-0.195, 0.174, -0.351], [-0.221, 0.285, 0.242], [-0.265, -2.340, 1.713], [-0.255, -0.222, -0.277], [0.450, 0.061, -0.462], [-0.034, -0.138, 0.353], [-0.916, 0.834, 0.887], [0.639, -0.304, -0.400], [0.462, 0.404, 0.184], [-0.527, 1.812, -0.488], [-0.367, -1.463, 0.786]],
  "nbo_charge": [-1.000, -0.716, -0.722, 0.180, 0.156, -0.091, 0.474, -0.081, 0.480, 0.184, -0.723, 0.472, -0.731, 0.150, 0.160, 0.477, -0.043, 0.212, -0.079, 0.150, 0.169, 0.476, 0.169, -0.740, 0.162, -0.080, 0.170, 0.165, 0.180, -0.073, 0.161, 0.464, 0.155, -0.078, 0.484, -0.731, -0.714, -0.731, 0.465, 0.162, 0.476, -0.619, -0.716, 0.163, 0.175, 0.172, 0.176, 0.209, -0.094, -0.088]
}

2.
{
  "formula": "C5H5NS",
  "method": "ωB97M-V/def2-TZVPD",
  "lumo_energy_ev": -0.937,
  "smiles": "C=C1C=CC(=S)N1",
  "homo_lumo_gap_ev": 7.35,
  "spin_multiplicity": 1,
  "e_tot_ha": -646.4151,
  "e_above_lowest_kcal_mol": 23.7,
  "symbols": ["S", "C", "C", "H", "C", "H", "C", "H", "H", "N", "C", "H"],
  "positions_angstrom": [[-3.2369, -0.3863, 0.0211], [1.8618, -0.8423, 0.0541], [0.6495, -0.2363, -0.0509], [1.8730, -1.9242, -0.2165], [-0.9387, 1.2325, -0.0637], [-0.5437, -1.8847, 0.1406], [-1.5839, -0.0354, 0.0065], [1.1001, 1.8581, -0.1031], [2.6228, -0.0951, 0.2916], [-0.5172, -0.9285, -0.0997], [0.3438, 1.1152, 0.0460], [-1.6307, 2.1270, -0.0260]],
  "forces_ev_per_angstrom": [[1.915, 0.309, 0.198], [-1.608, 0.818, -0.770], [2.936, -3.146, 1.062], [0.839, 1.060, 0.715], [-4.568, 3.373, 0.950], [-0.434, -0.936, 0.086], [-1.320, -2.533, -0.897], [0.149, 0.454, 0.424], [0.571, -1.135, -0.335], [-2.150, 0.708, -0.187], [2.326, 1.981, -0.949], [1.345, -0.953, -0.298]],
  "nbo_charge": [-0.124, -0.406, 0.123, 0.222, -0.240, 0.415, 0.080, 0.231, 0.223, -0.571, -0.200, 0.246]
}

3.
{
  "formula": "C24H44O3P2PdS",
  "method": "ωB97M-V/def2-TZVPD",
  "s2": 6.0379,
  "lumo_energy_ev": [-6.790, -9.313],
  "total_charge": 2,
  "homo_lumo_gap_ev": [6.25, 5.04],
  "spin_multiplicity": 5,
  "e_tot_ha": -2374.4063,
  "e_above_lowest_kcal_mol": 112.2,
  "symbols": ["C", "H", "C", "H", "C", "S", "C", "H", "H", "C", "H", "C", "C", "H", "H", "H", "H", "H", "H", "H", "H", "H", "H", "H", "C", "O", "C", "H", "C", "C", "C", "H", "H", "C", "H", "H", "H", "H", "C", "H", "H", "H", "H", "O", "H", "H", "C", "C", "H", "C", "C", "H", "H", "C", "C", "P", "H", "P", "C", "H", "H", "H", "H", "O", "H", "H", "C", "C", "Pd", "H", "H", "H", "H", "C", "H"],
  "positions_angstrom": [[1.2549, -0.1012, 4.7884], [-2.4355, -3.3042, 2.9234], [-2.0859, -2.7111, 2.0658], [1.8091, -3.5591, 0.7790], [-0.8139, -2.0433, 2.4115], [-0.7522, 2.6048, 2.4353], [-2.9599, 1.1190, 0.0598], [3.3818, -0.6805, 2.6820], [0.7189, -0.1266, -5.6224], [-1.7292, -0.7600, 4.4397], [-0.3515, 2.3111, -0.7201], [0.8490, -3.6456, 1.2949], [0.8584, 1.9609, -4.0538], [-1.9954, -2.1157, -0.4876], [2.2088, 2.9647, -0.0349], [-2.0864, 0.2328, 4.1508], [-0.7348, 1.4563, -5.5355], [3.8617, 0.2580, -2.0425], [0.9756, -4.4480, 2.0689], [-1.2127, -1.3977, -1.9161], [-1.8078, 4.5970, 3.1757], [3.0262, -1.2411, -1.5339], [1.4530, 2.0347, -5.0091], [-2.9247, 2.0497, -0.5193], [0.4997, -2.3841, 1.9494], [-0.7394, 3.2008, 1.0806], [-1.0065, -1.2475, -4.7909], [-1.0809, 2.8424, -4.4759], [3.2542, -0.2097, -1.2482], [-0.9040, 4.0511, 3.4758], [0.7033, -0.8612, 3.6369], [0.9579, 2.9438, -3.5399], [2.4717, 1.2150, -2.9722], [1.1122, -0.5178, -3.6024], [-3.8013, 0.5016, -0.2668], [1.7513, 1.7855, 1.2418], [-2.5572, -1.4691, 4.4101], [0.0060, 4.6668, 3.3092], [1.4409, 0.8640, -3.2215], [-1.4520, -1.1121, -5.8107], [-2.0096, -3.4092, 1.2388], [3.8166, -0.2102, -0.3037], [0.0312, -3.9709, 0.6443], [0.5315, 1.9756, 2.7685], [0.9320, -0.5273, 5.7540], [2.3361, -0.1007, 4.7492], [-1.9463, -1.1693, -1.0777], [-0.6628, -1.1669, 3.5024], [-2.1442, 1.4783, -2.9421], [0.5082, -0.9014, -4.8905], [1.4248, -1.5756, 2.6697], [-2.6803, -0.7668, -3.5424], [-1.3603, -0.7050, 5.4680], [-0.2416, 1.2688, -1.0260], [2.8908, -1.6601, 2.6285], [-1.3668, 0.2305, 0.0194], [-0.9941, 3.7163, 4.5271], [1.7168, 0.8303, -1.0502], [2.3194, 1.9169, 0.2936], [-3.1055, 1.3727, 1.1204], [-2.8799, -1.9933, 1.8277], [0.8955, 0.9345, 4.7320], [-1.1302, -2.3235, -4.5454], [-1.9548, 1.8260, 2.7809], [3.2843, -2.1643, 1.7568], [-2.9261, -0.9153, -1.5248], [-0.6524, 1.8133, -4.4863], [-1.7000, -0.3940, -3.8193], [0.4607, -1.2327, -2.0277], [1.0376, -1.8160, -5.2213], [3.3810, 1.6718, 0.4662], [-0.5336, 1.0300, -2.0969], [3.2471, -2.2412, 3.4933], [-1.4503, 0.9373, -3.5813], [1.7619, -1.4830, -3.2806]],
  "forces_ev_per_angstrom": [[-0.059, -0.043, -0.187], [-0.007, 0.197, -0.081], [-0.340, -0.186, -0.015], [-0.236, -0.229, -0.194], [0.375, -0.727, -0.193], [-0.264, 2.715, 0.518], [-0.175, 0.241, 1.143], [-0.237, -0.097, 0.147], [-0.203, -0.012, -0.199], [0.074, -0.306, 0.048], [0.112, 0.025, 0.231], [0.092, -0.634, -0.202], [-0.765, 1.230, -0.910], [-0.309, 0.706, -0.466], [0.066, -0.286, 0.354], [-0.055, 0.077, 0.008], [0.116, 0.170, 0.715], [-0.136, -0.119, 0.283], [-0.095, 0.595, -0.495], [-1.710, -0.020, 0.369], [0.327, -0.220, 0.057], [0.332, 0.236, 0.049], [-0.309, -0.012, 1.018], [0.241, -0.142, 0.189], [-0.463, 0.177, 0.946], [-0.290, -1.304, 0.325], [0.832, -0.367, -1.182], [0.152, -0.837, -0.010], [-0.129, -0.694, 0.103], [0.496, -0.088, 0.289], [0.127, 0.859, 1.440], [0.173, -0.686, -0.280], [-0.343, -1.046, -1.558], [3.186, 0.896, -0.894], [0.320, -0.074, -0.002], [0.035, 0.074, -0.614], [-0.053, 0.146, 0.000], [-0.672, -0.361, 0.239], [2.515, -0.207, -0.457], [0.178, -0.170, 0.739], [0.145, -0.059, -0.113], [-0.312, 0.000, -0.344], [0.397, -0.126, -0.150], [-0.521, -0.649, -0.102], [0.050, 0.062, -0.388], [0.199, 0.117, 0.144], [0.848, -1.155, 1.268], [-0.807, 0.401, 0.385], [-0.162, -0.255, -0.036], [-0.485, -0.651, -1.054], [0.251, -0.331, -0.466], [0.222, -0.110, 0.596], [0.003, 0.063, -0.161], [0.990, -1.372, 0.645], [0.646, 0.076, 0.087], [-1.353, 1.278, -2.253], [0.146, 0.289, -0.559], [-2.233, 0.303, 0.364], [0.218, 0.369, -0.189], [-0.187, 0.315, -0.357], [0.058, -0.030, 0.183], [0.070, -0.199, 0.046], [0.017, 0.599, -0.085], [0.804, -0.574, -0.722], [-0.092, -0.178, -0.296], [0.710, -0.199, 0.377], [0.979, 0.712, -0.116], [-1.203, 2.390, -0.649], [0.048, -1.920, 3.320], [-0.288, 0.563, -0.053], [-0.457, 0.367, -0.138], [0.018, 0.261, 1.487], [-0.050, 0.168, -0.045], [-1.904, -1.412, -1.497], [0.339, 1.412, -0.401]],
  "lowdin_spin": [0.044, 0.017, 0.048, 0.006, 0.338, 0.005, 0.059, 0.009, 0.001, 0.046, 0.009, 0.049, -0.005, 0.008, 0.006, 0.022, 0.000, 0.013, 0.023, 0.013, 0.000, 0.004, -0.004, 0.010, 0.334, 0.005, 0.022, 0.000, 0.055, 0.003, 0.320, 0.000, 0.024, 0.179, 0.003, 0.012, 0.003, 0.000, 0.011, 0.003, 0.000, 0.000, 0.004, 0.020, 0.013, 0.000, 0.112, 0.312, -0.001, 0.022, 0.327, 0.001, 0.006, 0.173, 0.050, 0.504, 0.000, 0.331, 0.055, 0.008, 0.012, 0.018, 0.001, 0.033, 0.001, 0.013, 0.000, 0.066, 0.152, 0.002, 0.000, 0.022, 0.022, 0.011, 0.018]
}

4.
{
  "formula": "CH3N3OS",
  "method": "ωB97M-V/def2-TZVPD",
  "lumo_energy_ev": -0.646,
  "homo_lumo_gap_ev": 9.13,
  "spin_multiplicity": 1,
  "e_tot_ha": -677.4642,
  "e_above_lowest_kcal_mol": 98.2,
  "symbols": ["N", "H", "H", "C", "O", "S", "N", "H", "N"],
  "positions_angstrom": [[1.7899, 0.8914, 0.2405], [-0.7583, -1.2283, 0.1416], [1.2438, 1.7144, 0.0643], [-0.7165, -0.2204, -0.2790], [-0.7792, 2.2806, -0.1119], [-1.5799, 1.0497, 0.1721], [2.9336, 0.7123, 0.0555], [0.0900, 0.0122, -0.9567], [3.9501, 0.2556, -0.0408]],
  "forces_ev_per_angstrom": [[-3.835, -0.042, 1.164], [-0.698, 0.350, -0.380], [0.289, 0.853, -0.319], [-0.064, -0.397, -0.106], [-0.816, -0.291, -0.341], [1.042, 0.249, 0.535], [2.604, -0.765, -0.455], [0.206, -0.156, 0.148], [1.272, 0.198, -0.244]],
  "nbo_charge": [-0.577, 0.247, 0.423, -0.708, -0.933, 1.151, 0.263, 0.246, -0.112]
}